The following is a DFT calculation (ωB97M-V/def2-TZVPD) of a cluster of 2 separate species, CH2ClN2O2 in total in a non-equilibrium geometry.

Properties
Charge: -1
ΔE to the lowest compared entry with this formula, charge and spin in kJ/mol: 90.88
Frontier orbital gap in eV: 8.06
HOMO energy in eV: -4.62
E_tot in Ha: -759.42415

Each line ends with the Mulliken charge.
Geometry (Å):
C  -0.76  -0.61  0.26  -0.381
N  0.38  -0.19  0.73  -0.515
N  1.37  0.21  -0.13  1.099
O  1.21  0.39  -1.34  -0.595
O  2.45  0.24  0.37  -0.616
Cl  -2.20  1.52  -0.20  -0.710
H  -1.53  -0.54  0.99  0.354
H  -0.91  -1.02  -0.69  0.363



The following is a DFT calculation (ωB97M-V/def2-TZVPD) of a structure of composition CH3ClO2S in a non-equilibrium geometry.

Properties
ΔE to the lowest compared entry with this formula, charge and spin in kJ/mol: 282.02
Frontier orbital gap (spin up / spin down) in eV: 7.82 / 7.82
HOMO energy (spin up / spin down) in eV: -10.42 / -10.42
E_tot in Ha: -1048.66967

Each line ends with the Mulliken charge.
Geometry (Å):
C  0.18  0.62  -0.18  -0.270
O  -1.04  -1.72  0.21  -0.348
O  -0.87  1.40  0.18  -0.468
S  -0.11  -0.88  0.93  0.502
Cl  2.34  -1.76  0.13  -0.397
H  0.05  0.34  -1.30  0.285
H  1.05  1.20  -0.09  0.381
H  -1.61  0.80  0.11  0.316



The following is a DFT calculation (ωB97M-V/def2-TZVPD) of a cluster of 2 separate species, C24H22F3N2O6S3 in total in a non-equilibrium geometry.

Properties
Charge: -1
ΔE to the lowest compared entry with this formula, charge and spin in kJ/mol: 13.68
Frontier orbital gap in eV: 4.04
HOMO energy in eV: -2.50
E_tot in Ha: -2982.78703

Each line ends with the Mulliken charge.
Geometry (Å):
C  1.65  3.82  -2.26  -0.984
C  0.27  3.97  -1.67  -0.330
O  -0.23  2.60  -1.48  -0.167
C  -1.46  2.61  -0.93  0.605
C  -2.12  1.28  -0.81  -0.311
N  -3.35  1.30  -1.13  -0.191
C  -4.48  1.18  -1.72  -0.852
C  -5.38  2.27  -2.05  0.841
C  -6.57  2.05  -2.79  -0.580
C  -7.41  3.11  -3.15  -0.430
C  -7.07  4.42  -2.78  -0.344
C  -5.90  4.66  -2.03  -0.504
C  -5.07  3.59  -1.67  -0.386
O  -2.03  3.66  -0.63  -0.723
H  2.07  4.80  -2.47  0.423
H  2.31  3.30  -1.54  0.143
H  1.63  3.24  -3.19  0.239
H  0.28  4.47  -0.70  0.305
H  -0.41  4.49  -2.36  0.322
H  -1.50  0.41  -0.55  0.076
H  -4.83  0.19  -2.06  0.181
H  -6.84  1.04  -3.08  0.295
H  -8.33  2.92  -3.72  0.327
H  -7.71  5.26  -3.07  0.305
H  -5.63  5.67  -1.73  0.358
H  -4.15  3.77  -1.12  0.427
F  -0.69  -2.23  -0.70  -0.220
C  -0.01  -2.47  0.45  0.756
F  -0.59  -3.48  1.12  -0.220
F  1.25  -2.86  0.11  -0.204
S  -0.04  -0.87  1.38  0.030
N  1.43  -1.26  2.29  -0.138
S  1.43  -2.32  3.78  1.240
C  2.54  -3.76  3.69  0.329
C  1.96  -4.97  4.09  -0.494
C  2.73  -6.14  4.06  -0.551
C  4.07  -6.09  3.67  -0.316
C  4.67  -4.85  3.36  -0.682
C  3.90  -3.68  3.40  -0.292
O  1.95  -1.39  4.77  -0.590
O  0.09  -2.82  3.81  -0.616
S  2.68  -0.13  2.04  1.145
C  2.79  -0.25  0.27  0.271
C  3.78  -1.05  -0.31  -0.420
C  3.80  -1.16  -1.70  -0.499
C  2.81  -0.53  -2.46  -0.626
C  1.80  0.20  -1.85  -0.600
C  1.84  0.42  -0.49  -0.703
O  2.20  1.17  2.43  -0.637
O  3.87  -0.73  2.58  -0.681
H  0.93  -5.01  4.42  0.445
H  2.29  -7.09  4.36  0.356
H  4.67  -7.00  3.60  0.352
H  5.73  -4.80  3.11  0.372
H  4.35  -2.71  3.21  0.525
H  4.49  -1.57  0.34  0.428
H  4.60  -1.74  -2.17  0.379
H  2.83  -0.63  -3.55  0.368
H  0.97  0.63  -2.41  0.583
H  1.14  1.08  0.00  0.865



The following is a DFT calculation (ωB97M-V/def2-TZVPD) of the ion C6H9N4O2 with charge +1 in a non-equilibrium geometry.

Properties
Charge: +1
ΔE to the lowest compared entry with this formula, charge and spin in kJ/mol: 286.71
Frontier orbital gap (spin up / spin down) in eV: 7.51 / 6.58
HOMO energy (spin up / spin down) in eV: -12.40 / -12.48
E_tot in Ha: -603.12973

Each line ends with the Mulliken charge.
Geometry (Å):
C  -1.84  2.30  0.12  -1.782
C  -0.84  1.35  0.04  0.924
C  -1.08  0.01  0.07  -0.833
C  -0.29  -1.17  -0.01  1.210
N  -1.04  -2.32  -0.15  -0.515
C  1.09  -1.29  0.14  -0.216
N  1.65  -2.53  0.14  -0.383
C  2.06  -0.23  0.03  0.583
O  3.27  -0.24  0.06  -0.498
N  1.56  1.22  -0.10  0.397
O  2.55  2.07  -0.28  -0.513
N  0.37  1.80  -0.12  -0.095
H  -2.07  2.35  1.17  0.359
H  -1.61  3.31  -0.14  0.406
H  -2.85  2.15  -0.37  0.363
H  -2.07  -0.31  0.21  0.430
H  -1.97  -2.13  -0.24  0.164
H  -0.70  -3.11  -0.62  0.219
H  0.92  -3.23  0.38  0.265
H  2.57  -2.82  0.05  0.191
H  0.29  2.82  -0.38  0.323



The following is a DFT calculation (ωB97M-V/def2-TZVPD) of a structure of composition C22H34LiN4O4P in a non-equilibrium geometry.

Properties
Frontier orbital gap in eV: 7.82
HOMO energy in eV: -7.16
E_tot in Ha: -1727.71914

Each line ends with the Mulliken charge.
Geometry (Å):
Li  -0.56  0.42  -1.40  0.655
C  -2.16  -6.08  -1.13  -0.792
O  -3.34  -5.36  -1.43  -0.451
C  -3.23  -4.02  -1.62  1.182
C  -4.45  -3.35  -1.86  -1.100
C  -4.44  -2.00  -2.03  -0.791
C  -3.26  -1.23  -1.96  0.386
C  -3.28  0.21  -2.02  1.040
C  -4.49  0.97  -2.51  -1.415
O  -2.31  0.91  -1.69  -0.765
C  -2.00  -1.92  -1.76  0.022
O  -0.87  -1.33  -1.75  -0.885
C  -2.05  -3.33  -1.59  -0.325
H  -2.46  -7.12  -1.03  0.240
H  -1.72  -5.72  -0.20  0.330
H  -1.42  -5.99  -1.93  0.311
H  -5.36  -3.93  -1.89  0.414
H  -5.39  -1.51  -2.20  0.190
H  -5.36  0.35  -2.72  0.378
H  -4.21  1.49  -3.42  0.287
H  -4.75  1.72  -1.77  0.287
H  -1.10  -3.83  -1.43  0.320
O  0.96  0.94  -0.69  -0.218
P  1.40  1.20  0.70  -0.352
N  0.34  0.56  1.80  0.153
C  0.63  0.51  3.24  -0.443
C  -0.06  -0.78  3.70  -0.727
C  -1.27  -0.85  2.78  -0.637
C  -0.71  -0.41  1.43  -0.396
N  1.58  2.81  0.95  0.429
C  1.12  3.80  -0.04  -0.420
C  1.41  5.14  0.64  -0.695
C  2.56  4.83  1.59  -0.711
C  2.16  3.45  2.12  -0.506
N  2.90  0.57  1.14  0.011
C  2.99  -0.90  1.15  -0.512
C  3.33  -1.31  -0.29  -0.378
C  4.05  -0.07  -0.88  -0.585
C  4.00  0.98  0.25  -0.751
H  0.18  1.37  3.75  0.328
H  1.70  0.52  3.44  0.351
H  -0.32  -0.75  4.76  0.399
H  0.60  -1.64  3.54  0.270
H  -2.03  -0.14  3.12  0.325
H  -1.73  -1.84  2.73  0.393
H  -1.46  0.06  0.79  0.011
H  -0.30  -1.27  0.89  0.350
H  0.06  3.67  -0.28  0.203
H  1.68  3.70  -0.98  0.279
H  0.53  5.46  1.21  0.320
H  1.65  5.92  -0.08  0.376
H  2.68  5.56  2.38  0.380
H  3.50  4.75  1.04  0.302
H  1.42  3.56  2.92  0.290
H  3.00  2.87  2.51  0.330
H  2.06  -1.34  1.51  0.189
H  3.79  -1.19  1.84  0.397
H  2.41  -1.51  -0.84  -0.023
H  3.95  -2.21  -0.32  0.477
H  3.51  0.30  -1.75  0.190
H  5.08  -0.29  -1.18  0.419
H  3.85  1.99  -0.11  0.336
H  4.93  0.96  0.83  0.397
N  0.04  0.50  -4.04  0.021
C  0.02  1.56  -3.56  -0.422
H  0.00  -0.44  -4.35  0.333



Q: Which of these has the highest E_tot?
A: C6H9N4O2



Please write out number 3 again, unchanged.
The following is a DFT calculation (ωB97M-V/def2-TZVPD) of a cluster of 2 separate species, C24H22F3N2O6S3 in total in a non-equilibrium geometry.

Properties
Charge: -1
ΔE to the lowest compared entry with this formula, charge and spin in kJ/mol: 13.68
Frontier orbital gap in eV: 4.04
HOMO energy in eV: -2.50
E_tot in Ha: -2982.78703

Each line ends with the Mulliken charge.
Geometry (Å):
C  1.65  3.82  -2.26  -0.984
C  0.27  3.97  -1.67  -0.330
O  -0.23  2.60  -1.48  -0.167
C  -1.46  2.61  -0.93  0.605
C  -2.12  1.28  -0.81  -0.311
N  -3.35  1.30  -1.13  -0.191
C  -4.48  1.18  -1.72  -0.852
C  -5.38  2.27  -2.05  0.841
C  -6.57  2.05  -2.79  -0.580
C  -7.41  3.11  -3.15  -0.430
C  -7.07  4.42  -2.78  -0.344
C  -5.90  4.66  -2.03  -0.504
C  -5.07  3.59  -1.67  -0.386
O  -2.03  3.66  -0.63  -0.723
H  2.07  4.80  -2.47  0.423
H  2.31  3.30  -1.54  0.143
H  1.63  3.24  -3.19  0.239
H  0.28  4.47  -0.70  0.305
H  -0.41  4.49  -2.36  0.322
H  -1.50  0.41  -0.55  0.076
H  -4.83  0.19  -2.06  0.181
H  -6.84  1.04  -3.08  0.295
H  -8.33  2.92  -3.72  0.327
H  -7.71  5.26  -3.07  0.305
H  -5.63  5.67  -1.73  0.358
H  -4.15  3.77  -1.12  0.427
F  -0.69  -2.23  -0.70  -0.220
C  -0.01  -2.47  0.45  0.756
F  -0.59  -3.48  1.12  -0.220
F  1.25  -2.86  0.11  -0.204
S  -0.04  -0.87  1.38  0.030
N  1.43  -1.26  2.29  -0.138
S  1.43  -2.32  3.78  1.240
C  2.54  -3.76  3.69  0.329
C  1.96  -4.97  4.09  -0.494
C  2.73  -6.14  4.06  -0.551
C  4.07  -6.09  3.67  -0.316
C  4.67  -4.85  3.36  -0.682
C  3.90  -3.68  3.40  -0.292
O  1.95  -1.39  4.77  -0.590
O  0.09  -2.82  3.81  -0.616
S  2.68  -0.13  2.04  1.145
C  2.79  -0.25  0.27  0.271
C  3.78  -1.05  -0.31  -0.420
C  3.80  -1.16  -1.70  -0.499
C  2.81  -0.53  -2.46  -0.626
C  1.80  0.20  -1.85  -0.600
C  1.84  0.42  -0.49  -0.703
O  2.20  1.17  2.43  -0.637
O  3.87  -0.73  2.58  -0.681
H  0.93  -5.01  4.42  0.445
H  2.29  -7.09  4.36  0.356
H  4.67  -7.00  3.60  0.352
H  5.73  -4.80  3.11  0.372
H  4.35  -2.71  3.21  0.525
H  4.49  -1.57  0.34  0.428
H  4.60  -1.74  -2.17  0.379
H  2.83  -0.63  -3.55  0.368
H  0.97  0.63  -2.41  0.583
H  1.14  1.08  0.00  0.865



Q: The lowest E_tot belongs to which entry?
A: C24H22F3N2O6S3



Q: Number 1 is which compound?
A: CH2ClN2O2